Entry 1:
A cluster of 7 separate species, C50H57Cl2F6IN2O in total. Source: the OMol25 dataset; level of theory: ωB97M-V/def2-TZVPD.

Atoms and positions in Å:
C (0.93877, 2.43538, 4.40684)
C (-0.04135, 1.67727, 3.48478)
C (0.50506, 1.53174, 2.05559)
C (0.21490, 2.73960, 1.14344)
N (0.17344, 2.46198, -0.29515)
C (1.31791, 1.78344, -0.81684)
I (1.83070, 2.63532, -2.77293)
O (1.23655, 0.39689, -0.87115)
C (0.41247, -0.18072, -1.88330)
C (-0.04431, -1.60307, -1.45280)
N (0.03660, -2.51126, -2.62636)
C (0.94477, -2.18066, -0.41236)
C (2.38673, -2.36848, -0.95801)
C (3.49086, -1.58666, -0.19668)
C (4.36946, -0.78213, -1.18376)
C (-1.50192, -1.56943, -0.91872)
Cl (-1.77214, -2.12994, 0.72442)
C (-2.61726, -1.18075, -1.61462)
C (-4.05007, -1.13672, -1.14442)
Cl (-2.46554, -0.70115, -3.30228)
H (1.33034, 3.32951, 3.90779)
H (0.44346, 2.71572, 5.34423)
H (1.77379, 1.77526, 4.66909)
H (-1.02813, 2.15877, 3.48721)
H (-0.16010, 0.66750, 3.90093)
H (0.08729, 0.62259, 1.59658)
H (1.59356, 1.38659, 2.09345)
H (0.95880, 3.52980, 1.32688)
H (-0.76189, 3.17358, 1.40526)
H (-0.66585, 1.94225, -0.52644)
H (2.19745, 1.99714, -0.19953)
H (0.99030, -0.29277, -2.81192)
H (-0.43879, 0.47844, -2.08291)
H (0.31361, -3.43331, -2.30253)
H (-0.86923, -2.64463, -3.05916)
H (0.55084, -3.16643, -0.12515)
H (0.96150, -1.58147, 0.50417)
H (2.64290, -3.43206, -0.85178)
H (2.43644, -2.14072, -2.02783)
H (4.14413, -2.26263, 0.36622)
H (3.03847, -0.84336, 0.47124)
H (5.28381, -0.40653, -0.71056)
H (3.79685, 0.07792, -1.55470)
H (4.64238, -1.39042, -2.05690)
H (-4.68962, -1.71377, -1.82712)
H (-4.42051, -0.10648, -1.14919)
H (-4.16247, -1.53752, -0.13615)
F (-4.11333, 7.21088, -3.77636)
C (-3.30369, 6.14777, -3.59041)
C (-3.86218, 4.88913, -3.50121)
C (-3.02568, 3.79896, -3.29959)
C (-1.65642, 3.97658, -3.17329)
C (-1.12096, 5.25631, -3.25996)
C (-1.94234, 6.35428, -3.47958)
H (-4.93499, 4.76883, -3.57251)
H (-3.45686, 2.80896, -3.21938)
H (-0.97964, 3.15047, -2.98660)
H (-0.05343, 5.39829, -3.15156)
H (-1.54190, 7.35650, -3.55396)
F (-3.89338, 2.18796, 2.05149)
C (-4.04624, 3.44294, 1.57802)
C (-4.91380, 4.29619, 2.22894)
C (-5.06164, 5.58559, 1.74158)
C (-4.35204, 5.99909, 0.62212)
C (-3.48804, 5.12025, -0.01768)
C (-3.32824, 3.82790, 0.46221)
H (-5.45797, 3.95141, 3.09785)
H (-5.73305, 6.27097, 2.24169)
H (-4.47202, 7.00677, 0.24728)
H (-2.93484, 5.43858, -0.89147)
H (-2.65525, 3.12927, -0.01890)
F (3.77403, 2.96792, 2.05004)
C (4.81467, 2.20014, 2.44275)
C (4.59299, 0.85875, 2.67293)
C (5.66176, 0.06373, 3.06203)
C (6.92281, 0.62141, 3.22429)
C (7.11718, 1.97671, 2.98973)
C (6.05832, 2.78005, 2.59005)
H (3.60033, 0.44892, 2.54274)
H (5.50721, -0.99272, 3.23692)
H (7.75372, 0.00031, 3.53076)
H (8.09897, 2.41303, 3.11652)
H (6.18836, 3.83553, 2.39311)
F (0.77915, 2.29873, 7.90595)
C (1.03280, 3.48873, 8.48809)
C (1.37642, 4.56431, 7.69263)
C (1.63291, 5.78404, 8.30325)
C (1.54966, 5.91060, 9.68344)
C (1.20456, 4.81223, 10.45919)
C (0.93950, 3.58792, 9.86208)
H (1.44209, 4.44480, 6.61990)
H (1.89888, 6.63895, 7.69585)
H (1.75327, 6.86356, 10.15309)
H (1.14156, 4.90627, 11.53517)
H (0.66363, 2.72020, 10.44583)
F (-3.14940, -7.82346, -4.41002)
C (-2.98458, -6.87393, -3.46490)
C (-2.51696, -7.24810, -2.22094)
C (-2.34370, -6.26664, -1.25473)
C (-2.64373, -4.94096, -1.53952)
C (-3.11433, -4.59406, -2.80005)
C (-3.28580, -5.56366, -3.77820)
H (-2.29565, -8.28778, -2.01986)
H (-1.97311, -6.53973, -0.27543)
H (-2.50542, -4.17942, -0.78359)
H (-3.34878, -3.56136, -3.02720)
H (-3.64395, -5.31528, -4.76813)
F (2.59615, -8.63692, -6.17405)
C (1.42441, -9.15445, -6.59609)
C (0.30970, -9.02431, -5.79190)
C (-0.89416, -9.55630, -6.23209)
C (-0.96446, -10.20977, -7.45560)
C (0.17228, -10.32941, -8.24389)
C (1.38089, -9.79648, -7.81760)
H (0.38957, -8.51494, -4.84072)
H (-1.77756, -9.45633, -5.61730)
H (-1.90474, -10.62425, -7.79384)
H (0.12078, -10.84036, -9.19627)
H (2.27775, -9.87249, -8.41729)

Atomic forces in eV per Å
C -0.4 -0.2 -0.1
C 0.6 -0.1 0.2
C -0.2 -0.1 -0.2
C 0.0 0.1 0.4
N 0.2 -0.3 -0.1
C -0.1 0.1 0.7
I 0.3 0.0 -0.1
O 0.0 0.0 -0.2
C 0.0 -0.1 -0.2
C -0.1 -0.3 0.1
N -0.1 0.0 0.2
C 0.0 -0.3 0.0
C 0.2 -0.2 0.6
C 0.2 0.6 -0.8
C -0.2 -0.1 0.1
C -1.2 0.6 -0.8
Cl 0.0 0.3 -0.2
C 1.1 -0.5 0.9
C 0.1 -0.1 -0.1
Cl 0.0 0.0 0.3
H 0.0 -0.1 0.2
H 0.2 0.0 -0.2
H 0.0 0.2 -0.1
H 0.2 -0.1 -0.1
H -0.2 0.2 -0.1
H 0.0 0.2 0.0
H -0.2 -0.1 0.0
H -0.2 -0.2 -0.1
H 0.2 -0.1 -0.1
H 0.0 0.1 -0.1
H -0.2 0.1 -0.2
H -0.1 0.1 0.2
H 0.1 -0.2 -0.1
H 0.0 0.1 0.0
H 0.1 0.2 -0.1
H 0.0 0.3 0.0
H -0.1 0.0 -0.3
H -0.1 0.2 -0.3
H -0.1 0.0 0.2
H -0.3 0.1 0.1
H 0.1 -0.4 0.1
H -0.1 -0.1 -0.1
H 0.1 -0.2 0.0
H 0.1 0.1 0.2
H 0.2 0.1 0.1
H 0.1 -0.1 0.0
H 0.1 0.1 -0.2
F 0.0 0.0 0.0
C 0.1 -0.1 0.0
C -0.1 -0.1 0.0
C 0.0 0.0 0.1
C 0.1 0.1 0.1
C 0.0 0.0 0.0
C 0.0 0.1 0.0
H 0.0 0.0 0.0
H 0.0 0.0 0.0
H -0.2 0.0 -0.1
H 0.0 0.0 0.0
H 0.0 0.0 0.0
F 0.0 -0.1 0.0
C 0.0 0.1 -0.1
C 0.0 0.0 0.1
C 0.0 0.0 -0.1
C 0.0 0.0 0.0
C 0.0 0.0 0.1
C 0.0 -0.1 0.0
H 0.0 0.0 0.0
H 0.0 0.0 0.0
H 0.0 0.0 0.0
H 0.0 0.0 0.0
H 0.0 0.0 0.0
F 0.0 0.1 0.0
C 0.1 -0.1 0.0
C -0.1 -0.1 0.0
C 0.1 0.1 0.0
C 0.0 0.0 0.0
C 0.0 -0.1 0.0
C 0.0 0.1 0.0
H 0.0 0.0 0.0
H 0.0 0.0 0.0
H 0.0 0.0 0.0
H 0.0 0.0 0.0
H 0.0 0.0 0.0
F 0.0 0.0 0.0
C 0.0 0.1 0.1
C 0.0 0.0 -0.1
C 0.0 0.0 0.1
C 0.0 0.0 0.0
C 0.0 0.0 -0.1
C 0.0 0.0 0.1
H 0.0 0.0 0.0
H 0.0 0.0 0.0
H 0.0 0.0 0.0
H 0.0 0.0 0.0
H 0.0 0.0 0.0
F 0.0 0.0 0.0
C 0.0 0.1 0.1
C 0.0 -0.1 0.0
C 0.0 0.1 -0.1
C 0.0 0.0 0.0
C 0.0 -0.1 0.0
C 0.0 0.0 -0.1
H 0.0 0.0 0.0
H 0.0 0.0 0.0
H 0.0 -0.1 0.0
H 0.0 0.0 0.0
H 0.0 0.0 0.0
F 0.0 0.0 0.0
C -0.1 0.0 0.0
C 0.0 0.0 0.1
C 0.0 -0.1 -0.1
C 0.0 0.0 0.0
C 0.0 0.0 0.1
C 0.1 0.0 -0.1
H 0.0 0.0 0.0
H 0.0 0.0 0.0
H 0.0 0.0 0.0
H 0.0 0.0 0.0
H 0.0 0.0 0.0

Values from the calculation:
HOMO-LUMO gap   9.397 eV
E_HOMO   -8.919 eV
LUMO   0.48 eV
Energy   -107252.100 eV
Molecular weight   1013.817 g/mol
SMILES string   CCCCN[C@H](I)OC[C@@](N)(CCCC)/C(Cl)=C(/C)Cl.Fc1ccccc1.Fc1ccccc1.Fc1ccccc1.Fc1ccccc1.Fc1ccccc1.Fc1ccccc1
Total charge   0

=====

Entry 2:
A structure of composition C50H59AsN3P2PbSi2Te. Source: the OMol25 dataset; level of theory: ωB97M-V/def2-TZVPD.

Atoms and positions in Å:
Pb (0.15916, 0.10926, -0.92626)
C (2.33552, 2.54359, 1.47851)
P (2.44427, 0.93964, 0.51326)
C (3.38688, -0.22134, 1.57447)
C (3.20928, -1.58206, 1.33631)
C (3.98623, -2.52001, 1.99737)
C (4.91579, -2.11123, 2.94184)
C (5.06986, -0.75919, 3.21254)
C (4.32306, 0.18159, 2.52188)
C (3.77219, 1.41497, -0.66044)
C (4.99398, 0.76273, -0.78545)
C (5.95062, 1.22938, -1.67583)
C (5.68954, 2.33468, -2.46992)
C (4.44871, 2.95158, -2.39667)
C (3.49749, 2.49171, -1.50466)
C (0.92319, 2.95085, 1.83057)
C (0.50139, 3.82877, 2.81960)
C (-0.89408, 3.93865, 2.68251)
C (-1.24109, 3.13109, 1.61513)
C (-2.59539, 2.93725, 1.01493)
P (-3.17202, 1.19226, 1.32225)
C (-4.85734, 1.35549, 0.62635)
C (-6.00843, 0.97419, 1.31230)
C (-7.25652, 1.11490, 0.72362)
C (-7.36827, 1.60672, -0.56863)
C (-6.22336, 1.93603, -1.28109)
C (-4.97786, 1.80568, -0.69063)
C (-3.50851, 1.37287, 3.12039)
C (-4.23826, 2.41435, 3.68937)
C (-4.38015, 2.49627, 5.06412)
C (-3.83125, 1.52128, 5.88672)
C (-3.10762, 0.48024, 5.32916)
C (-2.92899, 0.42571, 3.95447)
N (-0.13291, 2.51446, 1.09690)
H (2.78334, 3.30623, 0.83320)
H (2.93614, 2.46639, 2.38648)
H (2.45235, -1.89576, 0.62561)
H (3.87311, -3.57327, 1.77729)
H (5.52055, -2.84043, 3.46517)
H (5.78789, -0.43221, 3.95415)
H (4.48486, 1.23281, 2.72125)
H (5.20584, -0.11310, -0.18714)
H (6.90888, 0.72821, -1.73510)
H (6.44516, 2.71301, -3.14616)
H (4.21428, 3.79666, -3.03103)
H (2.52606, 2.97023, -1.45509)
H (1.12242, 4.34032, 3.54035)
H (-1.57367, 4.52599, 3.28260)
H (-2.56613, 3.08737, -0.06786)
H (-3.31711, 3.63756, 1.43929)
H (-5.92326, 0.56871, 2.31225)
H (-8.14640, 0.83888, 1.27630)
H (-8.34373, 1.72800, -1.02221)
H (-6.30641, 2.29689, -2.29929)
H (-4.08188, 2.04606, -1.25121)
H (-4.70045, 3.16255, 3.05786)
H (-4.91786, 3.32760, 5.50372)
H (-3.96711, 1.57815, 6.95971)
H (-2.67278, -0.28427, 5.96094)
H (-2.33226, -0.35382, 3.50658)
C (-0.13538, 5.83207, -3.13910)
C (0.46690, 5.21023, -4.22664)
C (0.70343, 3.84870, -4.21240)
C (0.32103, 3.08093, -3.10543)
C (-0.30056, 3.70773, -2.02764)
C (-0.51410, 5.07478, -2.04130)
N (0.54693, 1.69268, -3.03136)
N (1.50414, 1.30930, -3.75631)
C (1.98328, 0.02032, -3.63423)
C (2.81972, -0.40093, -4.68176)
C (3.56340, -1.55235, -4.55304)
C (3.48954, -2.27518, -3.36738)
C (2.60025, -1.88942, -2.37359)
C (1.80414, -0.75027, -2.45527)
H (-0.28504, 6.90406, -3.14126)
H (0.77449, 5.79738, -5.08300)
H (1.20462, 3.36150, -5.03647)
H (-0.52645, 3.12426, -1.14620)
H (-0.95792, 5.54504, -1.17372)
H (2.84675, 0.18693, -5.59133)
H (4.19464, -1.88945, -5.36597)
H (4.11800, -3.14653, -3.22467)
H (2.51611, -2.52716, -1.50040)
C (-3.02899, -2.41685, -2.73462)
Te (-1.34460, -1.27380, -3.45155)
C (-2.58567, -0.13197, -4.81394)
H (-3.35310, -3.16038, -3.45895)
H (-3.85319, -1.75228, -2.49075)
H (-2.70184, -2.91267, -1.82275)
H (-3.56796, 0.01406, -4.37372)
H (-2.68434, -0.65190, -5.76267)
H (-2.11145, 0.83016, -4.98883)
C (2.00045, -5.18989, -0.34568)
Si (0.25782, -4.48194, -0.71452)
C (0.19374, -4.46984, -2.61902)
C (-0.92659, -5.90804, -0.21823)
As (-0.63727, -2.54166, 0.23252)
Si (-0.14367, -3.05955, 2.46449)
C (0.55829, -1.60947, 3.49881)
C (-1.77387, -3.72242, 3.24236)
C (1.02459, -4.49844, 2.92348)
H (2.25425, -5.98068, -1.05309)
H (2.04255, -5.61350, 0.65610)
H (2.77860, -4.42850, -0.41443)
H (0.65091, -5.37163, -3.02880)
H (0.72996, -3.61155, -3.02002)
H (-0.83367, -4.42410, -2.97996)
H (-0.67698, -6.86628, -0.67887)
H (-1.94866, -5.65357, -0.50322)
H (-0.92960, -6.04903, 0.86412)
H (0.48201, -0.66526, 2.95528)
H (1.61199, -1.77769, 3.72356)
H (0.03795, -1.48615, 4.44932)
H (-2.64408, -3.21733, 2.82459)
H (-1.82116, -3.63139, 4.32932)
H (-1.86758, -4.78205, 2.99961)
H (2.03369, -4.33803, 2.54969)
H (0.65230, -5.43538, 2.50988)
H (1.09028, -4.61674, 4.00630)

Atomic forces in eV per Å
Pb -0.8 -0.2 0.7
C -0.5 0.0 -0.1
P 0.9 0.7 0.8
C -0.2 0.0 0.0
C 0.0 0.1 -0.1
C 0.1 -0.1 0.0
C 0.0 0.0 0.0
C 0.1 0.0 0.1
C 0.0 0.0 0.0
C -0.1 0.0 -0.2
C -0.1 0.0 0.0
C 0.0 0.0 0.0
C 0.0 0.0 0.0
C -0.1 0.1 0.0
C 0.1 -0.1 0.1
C -0.3 -0.3 -0.1
C 0.4 0.1 0.3
C -0.2 0.1 0.0
C 0.4 0.0 -0.3
C 0.2 -0.3 -0.1
P 0.1 0.3 0.0
C 0.0 -0.2 0.0
C 0.0 0.1 -0.1
C -0.1 0.0 0.0
C -0.1 0.0 0.0
C 0.0 0.0 -0.1
C 0.0 -0.1 0.1
C 0.1 -0.2 -0.1
C 0.0 -0.1 0.0
C -0.1 0.1 0.0
C 0.0 -0.1 0.0
C 0.0 0.0 0.1
C -0.1 0.0 0.0
N -0.2 -0.1 -0.3
H 0.1 -0.1 0.1
H 0.1 0.0 -0.1
H 0.0 -0.1 0.0
H 0.0 0.0 0.0
H 0.0 0.0 0.0
H 0.0 0.0 0.0
H 0.0 0.0 0.0
H 0.0 0.0 0.1
H 0.0 0.0 0.0
H 0.0 0.0 0.0
H 0.0 0.0 0.0
H 0.0 0.1 0.0
H 0.1 0.0 0.1
H 0.0 0.1 0.1
H 0.0 0.0 0.0
H 0.0 0.0 -0.1
H 0.0 0.1 0.0
H 0.0 0.0 0.0
H 0.0 0.0 0.0
H 0.0 0.0 0.0
H 0.0 0.0 -0.1
H 0.0 0.0 0.0
H -0.1 0.0 0.0
H 0.0 0.0 0.0
H 0.0 0.0 0.0
H 0.1 -0.2 0.0
C 0.0 0.0 0.1
C 0.1 0.0 0.0
C 0.0 -0.2 0.1
C -0.4 1.1 -0.5
C 0.2 -0.5 -0.1
C 0.0 0.2 0.0
N 1.5 -0.9 -0.4
N -1.1 1.4 -0.2
C 0.5 -1.3 0.7
C -0.3 0.3 0.1
C 0.0 -0.2 0.0
C 0.0 0.1 -0.1
C -0.1 -0.1 0.3
C 0.1 0.5 -0.5
H -0.1 0.0 0.0
H 0.0 0.0 0.0
H 0.0 0.0 0.0
H -0.1 -0.1 0.2
H 0.0 0.0 0.0
H 0.1 0.1 0.0
H 0.0 0.0 0.0
H -0.1 -0.1 0.0
H 0.0 0.0 0.1
C 0.2 0.0 0.0
Te -1.1 -0.4 -0.7
C 0.3 0.0 0.1
H 0.1 0.1 -0.1
H 0.0 0.2 0.0
H 0.0 0.0 0.0
H 0.0 0.0 0.1
H 0.0 -0.1 0.0
H 0.0 0.1 0.1
C -0.2 0.5 0.2
Si -0.3 -1.0 -0.3
C -0.1 0.3 0.4
C 0.2 0.3 0.0
As 0.6 -0.3 0.0
Si -0.2 -0.3 1.0
C -0.3 0.0 -0.5
C 0.2 0.4 -0.3
C 0.0 0.1 -0.6
H -0.1 0.0 -0.1
H 0.0 0.0 0.1
H 0.1 0.0 0.0
H 0.0 -0.1 0.1
H 0.0 0.0 -0.1
H -0.1 0.0 0.0
H 0.1 0.0 -0.1
H 0.0 0.1 0.0
H 0.0 0.0 0.1
H 0.0 0.1 0.1
H 0.1 0.0 -0.1
H -0.1 -0.1 0.0
H -0.1 0.1 0.0
H 0.2 0.1 0.1
H 0.0 -0.1 -0.1
H 0.1 0.0 0.0
H 0.0 -0.1 0.0
H -0.2 0.2 0.1

Values from the calculation:
HOMO-LUMO gap   5.401 eV
E_HOMO   -3.923 eV
LUMO   1.48 eV
Energy   -164991.989 eV
Molecular weight   1229.885 g/mol
Energy above the lowest of the compared OMol25 structures with the same formula, charge and spin   89.7 kJ/mol
Total charge   -1